Density functional theory data (wB97M-V/def2-TZVPD) for a 3-piece molecular cluster, C19H39BNO11P2 overall at a distorted geometry.

XYZ file:
```
73
Properties=species:S:1:pos:R:3:forces:R:3
C -1.5850 -0.4824 -1.4549 0.33 0.09 -0.52
H 1.2786 -8.1262 1.2122 -0.06 0.10 -0.02
H 4.9114 5.7210 -4.5740 -0.02 -0.01 0.02
H -3.3715 -2.3210 -0.4067 0.26 -0.13 -0.06
H 2.3337 1.5508 -0.9616 0.27 -0.15 0.08
C 7.7949 6.0929 -0.4987 0.20 -0.02 0.18
H -3.9495 -2.4441 1.9950 0.09 -0.28 0.13
O 5.5065 4.3452 -0.6548 -0.03 0.96 -0.12
H 8.7922 6.5090 -0.6319 -0.02 -0.04 -0.11
C -0.5409 -0.9105 0.6428 -0.12 -0.18 0.45
N -4.4207 1.0252 -2.8778 0.68 -0.18 0.85
O -0.7623 -6.7770 5.3659 2.66 -0.59 -0.78
H 6.6485 2.3756 -1.6157 -0.07 0.12 0.00
H -2.8563 3.9633 -1.4620 0.03 0.12 0.01
H -3.3224 -6.2757 3.8447 0.10 0.02 -0.03
C 4.3466 6.1206 -3.7290 -0.08 -0.13 -0.17
H -2.7004 -1.2737 2.3813 0.19 -0.18 0.22
C -4.2369 5.6090 -1.3597 0.29 -0.14 0.59
H 0.9562 -5.6371 5.7611 0.01 0.08 0.03
C -4.0426 -0.3990 0.2748 -0.20 -0.58 0.27
H 1.4957 -0.3009 0.8949 0.08 0.01 -0.01
H 7.0774 6.9092 -0.4408 0.00 0.00 0.09
C 2.0145 0.7483 -1.6307 -0.65 0.58 0.24
H 7.9733 2.6458 -2.7761 0.00 0.01 0.03
H -5.1580 5.7892 -0.8060 -0.21 0.18 -0.36
C -3.0061 -1.5672 0.2886 -0.21 1.27 0.94
H -4.2474 6.0455 -2.3560 -0.25 -0.09 -0.07
C -3.1474 -7.3511 3.8385 -0.15 -0.15 0.33
H 1.7666 -7.9359 2.9033 0.03 -0.03 -0.06
H -0.6001 -1.2927 1.6543 0.07 -0.02 0.02
H -2.4297 1.1527 -3.5690 0.25 -0.12 0.12
C -0.0090 -5.8801 6.2013 -0.07 0.11 0.24
C 0.7481 0.1253 -1.0868 0.22 -0.05 0.02
O -6.1145 2.1018 -1.4447 0.26 0.56 0.23
H -4.2686 3.5992 -0.5031 -0.15 0.27 0.12
O 0.0543 -6.8923 2.3030 2.09 -0.56 2.38
H -2.2162 -2.9167 1.7868 -0.06 -0.06 0.44
H 6.4952 1.8098 -3.2898 -0.06 0.08 -0.05
P 5.9354 4.9276 -1.9569 -0.92 -6.46 2.56
H 4.7112 7.1181 -3.4790 -0.06 0.01 -0.03
H 3.2979 6.1899 -4.0044 -0.02 -0.08 0.09
H 0.1538 -6.3719 7.1585 -0.03 -0.09 -0.06
C -3.9446 4.1173 -1.4131 0.38 -0.30 -0.44
H -2.7276 1.5286 -1.8134 0.66 -0.02 -0.16
H -3.3820 -7.7651 4.8207 -0.01 0.03 0.02
C -1.6753 -0.9860 -0.1523 -0.17 -0.56 -0.65
P -0.6611 -6.5405 3.7417 -5.76 1.31 -1.82
H -4.7135 -0.5003 1.1350 -0.10 -0.05 -0.07
C 0.6550 -0.3532 0.2147 -0.15 -0.04 -0.21
O -2.6537 -0.4940 -2.2888 0.12 0.11 0.49
H -5.9371 1.3504 -0.8744 -0.36 -0.32 -0.23
O -1.1127 -5.1456 3.5473 1.04 -0.12 0.28
H 1.7459 1.2565 -2.5569 0.32 -0.18 -0.23
H -3.5465 0.5642 0.3918 0.00 0.06 -0.21
H -0.5783 -4.9658 6.3580 0.01 0.03 -0.13
O 6.3026 3.8285 -3.0761 -0.23 0.60 -0.32
H -3.7964 -7.8120 3.0964 0.07 -0.02 -0.04
C -0.3745 0.0536 -1.8982 0.16 -0.03 0.08
O -1.8005 -7.6631 3.4909 0.18 -0.02 -0.25
C 6.8901 2.5995 -2.6539 0.43 -0.14 -0.02
H -0.3009 0.4304 -2.9094 -0.14 -0.02 -0.08
H 0.3601 -8.9544 2.4848 -0.01 0.04 0.00
H -4.6296 -0.4269 -0.6405 0.12 0.33 -0.11
C 0.9132 -8.0471 2.2324 -0.10 -0.12 -0.10
C -3.0354 0.9223 -2.6771 -1.31 0.34 -0.69
B -4.9763 2.1554 -2.3063 -0.56 -0.37 -0.76
H 2.8329 0.0475 -1.7849 0.00 -0.05 -0.03
C -2.9467 -2.1113 1.7276 -0.13 0.14 -0.99
O 7.5252 5.2286 -1.6124 -1.00 2.41 -1.53
O 4.4443 5.2406 -2.5886 2.02 2.70 -0.59
H -3.4362 6.1112 -0.8073 -0.02 0.01 0.06
H 7.7648 5.5158 0.4235 -0.14 -0.03 -0.03
O -4.5115 3.4954 -2.5483 0.02 0.03 0.52
```
Positions in Å, forces in eV/Å.

Results
- E_LUMO (eV) = 0.641
- HOMO (eV) = -3.08
- net charge = -1
- multiplicity = 1
- Kohn-Sham gap (eV) = 3.72
- total energy (Eh) = -2337.4360

Density functional theory data (wB97M-V/def2-TZVPD) for C39H36N4O2P2PdSSe2 as an isolated structure at a distorted geometry.

XYZ file:
```
87
Properties=species:S:1:pos:R:3:forces:R:3
C -5.9202 -2.8655 -4.9678 -0.10 0.10 0.03
H -8.7715 -4.7686 -0.0708 -0.01 -0.01 0.06
H -3.1360 2.7286 -1.8151 0.00 0.05 -0.01
C -3.6844 -4.4143 -5.4488 -0.15 -0.17 -0.18
N -2.6124 -2.4305 -1.9078 -0.56 -0.29 -0.28
H -6.4813 1.2929 0.4316 0.00 -0.02 -0.04
H -4.7874 -5.2244 -7.0979 0.01 0.00 0.00
C -6.3821 3.6655 -1.9757 -0.15 -0.02 0.07
C -4.4552 -0.0746 1.4588 -0.32 -0.55 0.13
H -7.9589 2.8277 -0.7874 -0.03 0.03 0.01
H -4.6133 4.3307 -2.9901 0.02 -0.02 -0.04
H -9.4740 -2.5635 -0.9423 -0.06 0.01 0.00
H -2.2954 -2.3001 3.8826 -0.08 0.05 0.05
H -7.8344 -1.1070 -2.0820 0.03 0.10 -0.10
C -5.8073 -3.7077 -1.3051 0.06 0.45 -0.17
C -8.0496 -4.1196 -0.5499 0.07 0.10 -0.08
Pd -0.0868 0.1751 0.1134 1.27 1.37 -0.08
H -0.2043 0.4567 2.7761 -0.05 -0.33 0.20
H -6.8052 -3.8676 -6.6380 0.02 0.04 0.00
Se -5.7785 0.2800 -3.5373 -0.08 0.02 0.06
C -1.5699 -2.0623 -6.1495 -0.16 -0.29 -0.83
H -4.6621 -0.6706 4.7846 0.06 0.00 -0.01
C -4.1696 0.0188 2.8207 0.07 0.36 -0.51
C -4.8693 -0.7525 3.7243 -0.44 -0.39 0.20
H -1.8335 1.2954 -3.0790 -0.01 -0.01 0.01
C -0.0303 0.1208 -2.8704 0.59 0.83 0.25
P -4.9890 -1.5326 -2.7961 -0.03 0.17 -0.41
C -0.5784 -3.1790 2.8986 0.12 0.40 -0.26
H 0.6374 -2.6220 -4.7947 0.05 -0.01 -0.04
C -5.8435 -1.6450 3.2832 0.16 0.14 0.00
H 1.4290 -1.3782 4.5982 0.07 -0.08 0.07
C -2.0620 -3.1012 3.1843 0.02 -0.05 0.06
H -3.4068 0.7118 3.1514 0.09 0.01 -0.06
C -4.7991 -4.5375 -6.2599 0.09 -0.14 -0.01
C 0.1065 -1.7563 -4.4168 0.06 0.00 -0.01
C -5.9255 -3.7661 -6.0123 -0.08 -0.09 -0.09
N -1.9034 -2.5986 -7.1199 -0.03 -0.11 -0.19
N -1.5985 -2.1559 -1.1399 0.67 -0.41 0.28
C -3.6776 -3.5203 -4.3909 0.03 -0.01 0.09
H 1.6724 0.8493 -1.8303 -0.31 0.01 0.11
H -6.4044 -5.4725 -0.2644 0.00 0.00 0.00
H -2.7990 -4.9960 -5.6567 0.06 -0.02 -0.01
H -0.3435 -4.0556 2.2983 0.11 0.00 -0.12
C -1.8166 -0.2927 -4.4833 0.02 -0.01 -0.15
H 0.0290 -3.1906 3.8005 0.14 -0.04 0.13
C -5.0244 3.6510 -2.2548 0.04 0.06 -0.09
N -1.7780 -1.0134 -0.5255 -0.80 0.25 -0.27
H -4.7690 -3.9970 -1.4051 0.07 -0.10 0.01
C -6.1244 -1.7495 1.9258 -0.28 -0.24 0.26
Se -2.0075 2.0108 1.0532 -0.32 0.15 -0.06
H -6.7832 -2.2410 -4.7754 -0.05 0.03 -0.05
C -4.7947 -2.7326 -4.1588 0.16 0.02 0.15
C -3.5082 -1.4326 -1.8084 -0.12 0.37 0.18
O 1.6754 2.4427 0.7275 0.16 -0.18 0.13
H 0.2118 1.9636 -1.8110 0.06 -0.23 0.04
C 1.2840 1.3593 0.8925 -0.40 -0.15 -0.25
C -1.1189 -1.3954 -5.0162 0.15 0.33 0.72
C 0.5814 0.9352 -1.8847 0.12 0.08 -0.91
C -6.0724 1.9371 -0.3358 0.20 -0.12 0.03
C -6.2152 -2.4798 -1.8335 -0.19 -0.24 0.23
H -2.4376 -4.0334 3.6070 -0.08 -0.07 0.04
O 1.3434 -2.0058 1.4996 1.45 -0.73 -0.33
C -5.4389 -0.9687 1.0231 0.46 0.45 -0.02
C -4.7222 1.8802 -0.6591 0.04 0.03 0.17
C -7.5376 -2.0704 -1.6911 0.52 0.18 -0.17
C 1.3372 -0.5444 3.9024 0.04 -0.14 -0.07
C -1.2892 0.4361 -3.4562 -0.26 0.05 0.01
H 1.5315 0.3825 4.4398 -0.04 0.09 0.06
C 0.6267 -1.0291 -3.3892 0.09 -0.29 -0.02
C -8.4466 -2.8852 -1.0511 -0.27 -0.45 0.28
H 2.0919 -0.6657 3.1247 0.09 0.05 0.05
H -6.8735 -2.4456 1.5691 -0.01 -0.01 0.00
C -4.1974 2.7593 -1.6023 0.04 -0.13 0.00
S -0.0622 -1.7202 1.8038 -1.02 -0.31 1.68
P -3.5219 0.8147 0.1891 0.12 0.53 0.07
H -0.8334 -0.7646 3.9095 -0.16 -0.05 0.11
H -6.3758 -2.2629 3.9955 -0.01 -0.01 0.02
H -2.6039 -2.9025 2.2618 -0.18 0.03 -0.12
C -6.8994 2.8142 -1.0110 -0.18 0.19 -0.06
H -2.8175 -3.4193 -3.7471 0.01 -0.02 -0.07
H 1.5760 -1.3139 -2.9504 -0.02 -0.04 0.05
C -2.9584 -0.4831 -0.9153 -0.24 -0.48 0.05
C -0.0179 -0.5197 3.2347 -0.15 0.15 -0.27
H -7.0408 4.3418 -2.5062 0.00 0.03 -0.01
H -5.6465 -1.0410 -0.0361 -0.04 -0.04 0.14
H -2.7785 -0.0254 -4.9107 0.03 0.05 0.02
C -6.7206 -4.5185 -0.6688 -0.31 -0.27 0.18
```
Positions in Å, forces in eV/Å.

Results
- E_LUMO (eV) = 3.924
- HOMO (eV) = 0.35
- net charge = -2
- multiplicity = 1
- Kohn-Sham gap (eV) = 3.57
- ΔE to the lowest compared entry with this formula, charge and spin (kcal per mole) = 4.8
- total energy (Eh) = -7888.9030

Density functional theory data (wB97M-V/def2-TZVPD) for a 11-piece molecular cluster, C33H89N5O29P6 overall at a distorted geometry.

XYZ file:
```
162
Properties=species:S:1:pos:R:3:forces:R:3
O 0.0732 -5.5437 -0.1784 -0.51 1.54 1.00
H -2.9188 -5.3529 2.6478 -0.53 -0.45 0.20
H 1.5195 3.1383 1.2016 -0.18 0.37 -0.10
O 3.4311 1.0365 -1.4871 0.13 1.10 -0.64
H -4.3558 2.6529 -6.7013 0.09 0.18 -0.19
H 4.7067 -3.5458 1.1889 -0.10 -0.25 -0.11
O -1.7940 0.6812 1.4294 0.57 -1.69 -0.16
N -1.2025 -6.3243 3.2589 1.29 0.87 -1.14
H 2.9698 -0.9438 -5.6991 -0.37 -0.64 -0.38
P 2.6867 -5.0093 3.6826 0.45 1.73 0.23
O 2.3259 -3.6362 4.4968 1.90 -1.21 -0.92
H -3.2753 7.4430 3.0608 0.06 -0.21 -0.25
O 0.7335 0.0675 1.6340 0.56 0.29 -0.36
N -4.7149 -0.8961 -0.7739 -0.75 0.27 0.77
H 3.8849 -0.0882 -3.3487 -0.80 0.85 0.05
O 0.4759 5.9612 1.5026 -0.44 0.77 -0.21
H -0.6829 -3.6012 1.5634 0.57 -0.25 0.01
C -2.2048 -6.1008 2.3028 -0.43 1.20 -0.84
O -1.8913 6.1260 2.1907 0.06 -0.71 -1.55
H -2.0342 1.7977 -2.1485 -0.46 0.00 0.19
H 2.8698 -3.9193 -2.0760 0.85 0.43 0.62
C 2.7736 3.3029 -3.4272 -0.64 0.94 -0.92
H 1.3123 7.6361 0.4377 -0.54 -0.39 -0.12
H -1.7151 0.2794 -2.9164 -1.33 -0.54 0.27
H -0.5405 -3.1313 3.2471 -0.09 0.26 -0.07
H 4.2289 -0.8814 -1.8777 -0.27 0.22 0.53
O -1.3543 1.8019 -3.9954 0.30 0.76 -3.20
H -4.3667 -0.7477 0.1625 0.10 -0.27 -0.14
H -1.0084 2.2447 0.3034 0.16 0.15 0.20
H 0.7550 -2.6644 2.1318 -0.09 0.21 -0.15
C -1.4806 2.6515 4.2701 -3.21 -0.74 -1.85
H -5.9935 6.0627 -0.0793 0.13 -0.39 -0.44
C -0.1912 -7.2952 5.1017 -0.40 -0.81 1.86
C 2.5836 2.9903 1.0178 -1.76 -0.84 1.97
C -0.3201 -2.8163 2.2271 -0.22 -0.85 -0.30
H 1.3236 -0.3347 -1.0674 -0.23 0.88 1.34
C 3.0524 -2.9818 -3.9210 0.70 0.86 0.74
C 1.4312 6.9925 1.3093 1.93 -0.12 -0.11
H 3.1213 0.2683 4.9806 -0.23 0.55 -0.75
H -2.6267 1.8101 -0.1858 -0.18 -0.58 0.25
O 4.0290 -4.5147 2.8418 -2.33 -0.54 0.54
H 4.6679 -0.9207 -5.7306 0.26 0.05 -0.36
H 4.9384 -7.0636 5.1188 -0.36 -0.51 0.35
H 3.9275 -2.0863 -6.8463 -0.54 0.43 -0.14
H 2.0271 2.5772 -3.1043 0.18 -0.23 -0.14
H 2.8263 1.3506 6.3409 0.06 0.03 0.03
C 4.1423 -7.0829 4.3745 1.10 -0.19 0.25
O -0.6784 2.8502 -6.1516 -1.51 0.19 0.02
H -2.4201 2.6182 1.3417 0.21 -0.06 -0.02
H -3.9062 -3.3654 -0.1276 1.07 -0.24 1.22
H 2.6500 1.9283 1.2543 0.77 0.06 0.27
P -0.9582 6.2420 0.8887 -0.86 3.59 -1.39
H -6.0344 -0.1904 -2.2268 0.33 0.24 -0.07
H 5.2293 0.4682 -2.3614 0.07 -0.02 -0.03
C -2.2231 7.1669 3.1305 0.24 -0.07 0.25
H -6.4146 0.4664 -0.6473 0.05 -0.53 0.40
C -5.0010 5.6930 0.1781 1.68 -0.19 -0.09
H -3.2875 1.2519 -3.2901 0.20 -0.32 -0.27
H -2.4210 -2.2249 -0.5305 -0.03 -0.71 0.40
C 0.4509 -6.2187 -1.0961 0.15 -0.81 0.83
H 0.4411 -6.4601 -3.0977 0.31 -0.07 0.19
H -3.2857 6.1617 -3.4776 0.09 -0.31 0.01
H -5.0188 5.1960 1.1480 -0.17 0.37 0.07
H 0.3930 -8.3023 -1.4677 -0.26 -0.22 0.07
C 1.9161 5.1235 4.7150 1.11 0.87 -1.03
C 3.8248 -1.5957 -5.8784 0.71 0.24 0.84
H -4.5682 1.0004 -7.2132 0.44 -0.28 0.13
H 0.6537 -2.5287 4.9730 0.35 0.11 0.10
O 1.5646 -5.4502 2.8316 0.67 -0.16 0.37
C 3.7351 -3.6719 1.6665 0.88 0.33 0.45
H 1.8818 4.7567 3.6891 -0.12 -0.24 -0.04
H -4.3003 6.5279 0.1867 -0.20 0.39 0.38
P -1.9846 2.5262 -5.2771 0.02 -0.39 0.08
P 3.9692 2.5814 -1.1454 2.05 -0.97 -1.37
O -1.1552 4.9643 -0.0342 -0.96 0.29 2.19
H 0.6226 -1.2013 -2.1149 -1.80 -1.11 -0.09
H 2.9098 5.5512 4.8478 -0.17 0.40 -0.05
C -4.3270 4.6254 -0.7055 -2.65 -0.31 0.94
O -0.7124 -0.6626 -0.4112 0.39 -0.59 -0.29
C 0.2921 -0.4462 -1.4017 1.61 1.00 -0.58
H 0.7788 -7.9344 0.2277 -0.05 0.44 -0.15
H 3.1829 3.1423 -4.4246 -0.67 -0.35 -0.25
C -3.3456 6.2887 -2.3967 0.43 -0.65 -0.05
H -3.3565 4.2874 -2.4862 -0.45 -0.86 0.54
H 4.6274 -3.9287 -2.8310 -0.27 -0.53 0.57
H -1.6248 8.0739 3.0449 0.14 -0.15 -0.41
C 2.3512 0.8299 5.5095 -0.26 -0.95 1.72
H -1.7030 -5.5797 1.4875 -0.21 -0.61 -0.50
H -2.2196 3.3229 3.8327 -0.15 0.24 0.06
P 0.7596 2.9150 5.4423 -0.38 -1.56 2.03
H 3.0906 3.6877 1.6847 0.55 -0.32 -0.25
H -3.9477 7.1929 -2.3071 -0.52 -0.51 0.85
O 1.8628 4.1044 5.6751 -2.25 -1.78 -0.32
H -4.9970 1.0754 -1.3873 -0.05 0.07 -0.51
O 5.2959 2.5782 -0.4427 -2.17 0.24 -1.66
N 0.5102 -5.7679 -2.3654 0.03 -0.13 -1.26
H 0.1416 -4.2980 -3.8291 1.22 0.02 0.12
H -0.0153 -6.5352 5.8631 0.75 0.17 -0.14
C -3.2270 -2.8919 -0.8365 -2.99 0.59 -0.89
H 2.3360 6.3993 1.1765 0.42 0.52 0.06
H -3.2768 1.9939 -7.9879 -0.39 0.07 -0.19
H 3.7019 -8.0680 4.2207 -0.35 0.18 0.54
C 0.0066 -4.4747 -2.7620 -1.34 0.64 -0.68
H 1.3617 -3.4789 6.3348 0.19 0.10 -0.10
H 0.3374 -3.6346 -2.1513 0.33 -0.35 -0.16
O -1.1029 7.5656 0.1039 0.43 -3.35 2.17
C 1.1611 -3.4485 5.2639 -1.07 -0.90 -0.13
C 0.0397 1.7608 -6.6976 1.15 -0.96 0.95
H 3.4418 -2.6677 1.9727 -0.24 -0.12 0.30
H 0.4880 4.0745 -1.0249 -0.43 -0.50 0.33
H 4.7866 -3.1613 -4.8452 0.01 0.24 -0.28
H -2.0276 6.7350 4.1120 -0.10 0.02 -0.03
H 0.6628 -7.5964 4.4950 -0.10 0.71 -0.13
C -4.3497 -2.0027 -1.4747 1.90 0.91 -1.50
H -2.3381 6.5055 -2.0417 -0.07 0.30 0.07
C -0.3709 4.7274 -1.1800 0.05 0.51 -1.14
O -2.5923 -7.0570 4.8423 0.68 0.02 0.09
H 3.1442 -4.9805 -3.2807 0.83 -0.44 -0.30
H 0.0744 5.6255 -1.6082 -0.24 0.44 0.20
H 4.7265 -6.9063 3.4714 -0.63 0.79 -0.39
C -3.8184 1.7780 -7.0670 -0.16 0.73 -0.11
O 1.5444 1.6884 4.7618 -0.28 1.98 -1.86
O -0.3247 3.3996 4.3305 3.33 0.39 1.72
H -1.4433 1.8596 3.5220 0.62 -0.24 0.14
H -2.6442 -7.0642 2.0441 -0.45 0.34 -0.38
O 2.7923 3.2238 -0.3274 0.30 0.40 -2.45
H -0.4291 -8.1632 5.7165 -0.17 -0.15 -0.04
C -5.5921 0.1668 -1.2968 0.39 -0.30 0.02
H 1.6551 0.1000 5.9227 0.27 -0.23 0.34
C 3.5463 -4.0326 -2.9231 -1.77 0.35 -1.13
H 0.0183 0.4427 -1.9700 0.17 -0.03 0.10
H 1.9555 -7.7496 -1.1129 0.21 0.16 0.24
O -4.4887 3.4551 -0.3984 0.36 -1.04 0.38
O -1.1222 -1.6979 1.8906 -0.28 2.78 -0.84
H 0.4992 -4.2721 4.9963 -0.47 0.05 0.36
O 3.2009 -6.0715 4.8076 0.11 1.10 -2.10
O 0.1419 2.4217 6.7076 0.71 1.12 -1.25
H 2.3352 4.3006 -3.4049 -0.46 -0.04 -0.22
H -1.0790 -4.3976 -2.8217 -0.47 -0.40 0.99
N -3.7506 4.9482 -1.8319 1.40 3.14 -2.95
H -3.0254 -3.6830 -1.5588 0.51 0.42 -0.01
O -2.7189 3.7140 -4.8384 -0.36 0.19 -0.57
H -1.1292 4.3934 -1.8881 0.62 -0.54 -0.32
N 3.9471 -2.5998 -4.8390 1.36 -1.01 -0.45
H 1.5522 7.6687 2.1556 -0.28 -0.29 0.32
H 3.0012 -4.0594 0.9599 0.00 -0.46 0.37
C -1.9658 1.8825 0.6780 0.22 0.56 -0.25
O 3.9103 3.3936 -2.6419 1.68 -1.88 4.52
H -0.1342 1.4852 -7.7377 -0.43 0.56 0.01
H 1.0913 2.0019 -6.5422 0.05 0.05 -0.35
C 4.1997 0.1123 -2.3246 1.01 0.37 0.73
O 2.0221 -2.3654 -3.8052 -1.64 0.24 0.31
H -0.2503 -6.1676 2.9608 0.13 -0.08 0.18
C -1.4502 -6.8707 4.4161 -0.64 -1.21 0.83
O -4.6972 -2.1528 -2.6396 -0.47 -0.40 0.34
H 1.1393 5.8832 4.8008 -0.05 -0.09 0.37
H -1.9895 2.2344 5.1391 1.00 0.30 0.67
O -2.8429 1.3924 -6.1071 1.46 0.61 1.77
P -0.5758 -0.3502 1.1470 -1.37 -0.98 1.15
H -0.1347 0.8870 -6.0697 -0.03 -0.27 -0.20
C 0.9186 -7.6148 -0.8050 0.26 -0.84 -1.13
C -2.2218 1.2335 -3.0620 0.75 -0.54 1.77
```
Positions in Å, forces in eV/Å.

Results
- E_LUMO (eV) = 0.086
- HOMO (eV) = -8.85
- multiplicity = 1
- Kohn-Sham gap (eV) = 8.93
- SMILES = COP(=O)(OC)OC.COP(=O)(OC)OC.COP(=O)(OC)OC.COP(=O)(OC)OC.COP(=O)(OC)OC.COP(=O)(OC)OC.CNC(C)=O.CNC(C)=O.CNC(C)=O.CNC(C)=O.CNC(C)=O
- total energy (Eh) = -5815.1007

Q: The lowest total energy belongs to which entry?
A: C39H36N4O2P2PdSSe2

Q: Number 1 is which compound?
A: C19H39BNO11P2

Q: Which value of E_LUMO does entry 2 give?
A: 3.924 eV